Record 1
ORCA calculation (wB97M-V/def2-TZVPD) on a cluster of 2 separate species, C3H9N4 in total.

Each line ends with the Mulliken charge.
CARTESIAN COORDINATES (ANGSTROEM)
C: 1.3529 0.9476 0.3185  0.156
C: -1.7064 0.2694 -0.1642  0.648
C: -1.9421 -0.8420 0.7095  -1.004
N: 2.6536 0.5881 0.3862  -0.346
N: -2.0864 1.0627 -0.9231  -0.237
N: 0.3835 0.2430 -0.1367  -0.117
N: 0.4153 -1.0492 -0.6450  -0.610
H: 1.1532 1.9873 0.6957  0.290
H: -1.9202 -0.6934 1.7282  0.354
H: -1.4933 -1.7775 0.3563  0.371
H: -2.8846 -1.1768 0.3511  0.368
H: 3.3395 1.2293 0.8538  0.234
H: -2.0023 1.8891 -1.5210  0.308
H: 0.3298 -1.0050 -1.6441  0.239
H: 3.0986 -0.1930 0.0613  0.155
H: 1.3089 -1.4796 -0.4266  0.192

Gap between HOMO and LUMO: 10.2 eV
Highest occupied orbital energy: -13.065 eV
Energy above the lowest of the compared OMol25 structures with the same formula, charge and spin: 86.1 kcal/mol
Charge: +1


Record 2
ORCA calculation (wB97M-V/def2-TZVPD) on the ion C3H9N4 with charge +1.

Each line ends with the Mulliken charge.
CARTESIAN COORDINATES (ANGSTROEM)
C: -3.2875 -0.6599 0.1406  -0.244
N: -2.2934 0.1360 -0.0476  0.282
N: -1.3510 0.8441 0.0783  -0.279
N: 0.1562 0.9551 -0.5457  0.216
N: 0.8603 1.8002 0.1254  -0.286
C: 0.8011 -0.3954 -0.5816  -0.099
C: 2.1244 -0.5959 0.1112  -1.319
H: -3.2687 -1.0892 1.1553  0.258
H: -3.9442 -0.9626 -0.5708  0.322
H: 1.4561 1.4851 0.8759  0.222
H: 0.5492 2.7139 0.0557  0.251
H: 0.1422 -1.1198 -0.0575  0.231
H: 0.8459 -0.8328 -1.6144  0.317
H: 1.9380 -0.6147 1.2871  0.396
H: 2.2763 -1.6245 -0.2393  0.339
H: 2.9949 -0.0395 -0.1728  0.394

Gap between HOMO and LUMO: 8.6 eV
Highest occupied orbital energy: -13.824 eV
Energy above the lowest of the compared OMol25 structures with the same formula, charge and spin: 153.7 kcal/mol
Charge: +1


Record 3
ORCA calculation (wB97M-V/def2-TZVPD) on a cluster of 2 separate species, C3H9N4O2 in total.

Each line ends with the Mulliken charge.
CARTESIAN COORDINATES (ANGSTROEM)
C: 0.5670 0.4930 1.0658  0.563
C: -1.7366 -0.3771 -1.7522  -1.184
C: -0.4416 -0.1197 -1.0925  -0.168
N: 0.0122 -2.3018 -0.7406  0.228
N: 0.2120 0.8043 2.2961  -0.305
N: 1.8153 0.5245 0.5495  0.061
N: -0.5366 0.2726 0.2426  -0.105
O: -0.9954 -2.8381 -0.9597  -0.211
O: 2.7973 1.2560 1.2909  -0.422
H: -1.5333 -0.1595 -2.7415  0.399
H: -2.0172 -1.4568 -1.8442  0.311
H: -2.5380 0.2188 -1.3953  0.391
H: 0.3996 0.1343 -1.7753  0.241
H: 0.7249 1.1186 3.0872  0.227
H: -0.7341 0.8522 2.4838  0.147
H: 1.6901 0.3456 -0.4780  0.237
H: -1.4578 0.3319 0.5507  0.196
H: 3.7719 0.9014 1.2127  0.394

Gap between HOMO and LUMO (alpha / beta): 7.8 / 8.1 eV
Highest occupied orbital energy (alpha / beta): -11.325 / -11.869 eV
Energy above the lowest of the compared OMol25 structures with the same formula, charge and spin: 105.0 kcal/mol
Charge: +1


Record 4
ORCA calculation (wB97M-V/def2-TZVPD) on an isolated molecule of C3H9N4OPS2.

Each line ends with the Mulliken charge.
CARTESIAN COORDINATES (ANGSTROEM)
C: -0.0617 1.8239 -1.8457  -0.912
P: -0.0822 0.6654 -0.3757  0.642
O: -0.0444 1.4417 0.8699  -0.666
N: -1.2541 -0.5662 -0.3916  -0.146
C: -2.4076 -0.8044 0.4647  0.236
N: -2.2692 -0.2892 1.6805  -0.340
S: -3.6089 -1.8011 -0.0584  -0.338
N: 1.6466 -0.6555 -0.7040  -0.402
C: 2.5860 -0.9399 0.2551  0.279
N: 2.0733 -0.7279 1.4896  -0.330
S: 4.1840 -1.4335 -0.0348  -0.381
H: 0.4293 1.3476 -2.7839  0.329
H: -1.1976 1.9460 -2.0775  0.326
H: 0.4004 2.7246 -1.3706  0.318
H: -1.3631 -0.8690 -1.3648  0.243
H: -1.7519 0.6656 1.8191  0.294
H: -3.0061 -0.6417 2.2693  0.214
H: 1.9189 -0.9710 -1.6322  0.185
H: 1.1141 -0.4589 1.4937  0.202
H: 2.6943 -0.4564 2.2975  0.248

Gap between HOMO and LUMO: 7.8 eV
Highest occupied orbital energy: -7.908 eV
Charge: 0


Record 5
ORCA calculation (wB97M-V/def2-TZVPD) on the ion C3H9N4S with charge +1.

Each line ends with the Mulliken charge.
CARTESIAN COORDINATES (ANGSTROEM)
C: 0.2991 -0.8695 0.5781  0.300
C: -2.9214 -0.2102 0.6807  0.039
C: 1.2122 -1.2945 -0.5455  -1.351
N: -1.0007 -1.5671 0.1640  -0.531
N: -2.0151 -1.0069 0.3136  0.572
N: -0.0495 0.3977 1.0774  -0.737
N: 0.0381 1.5605 0.1817  -0.109
S: -4.0962 0.4482 -0.3479  -0.062
H: 0.4953 -1.5106 1.4973  0.289
H: -3.1086 -0.1032 1.8178  0.310
H: 0.9010 -0.9588 -1.5322  0.370
H: 1.2979 -2.3531 -0.5377  0.371
H: 2.1809 -0.9032 -0.6017  0.435
H: -0.3334 2.3484 0.7067  0.326
H: -0.5278 1.5211 -0.6511  0.290
H: 0.9884 1.7475 -0.0451  0.341
H: -3.3297 0.6342 -1.4507  0.148

Gap between HOMO and LUMO (alpha / beta): 7.8 / 7.8 eV
Highest occupied orbital energy (alpha / beta): -12.564 / -12.565 eV
Energy above the lowest of the compared OMol25 structures with the same formula, charge and spin: 136.3 kcal/mol
Charge: +1


Record 6
ORCA calculation (wB97M-V/def2-TZVPD) on a cluster of 2 separate species, C3H9NO in total.

Each line ends with the Mulliken charge.
CARTESIAN COORDINATES (ANGSTROEM)
C: -0.2503 1.3437 0.0939  -2.443
C: 0.8349 0.3466 -0.2683  1.066
C: 1.9192 0.7419 -1.0571  -2.016
N: 0.9025 -0.8667 0.5013  -0.382
H: -0.0201 1.7053 1.0690  0.337
H: -1.2822 0.9484 0.2981  0.225
H: -0.3809 2.0612 -0.6630  0.990
H: 2.8553 0.2755 -1.1767  0.597
H: 1.7136 1.6981 -1.6354  0.634
H: 0.1024 -1.3387 0.7871  0.085
H: 1.6109 -1.4346 0.2620  0.259
H: -2.0578 -1.2849 -0.2812  0.440
H: -2.0816 -1.0445 1.2682  0.480
O: -2.7250 -1.2641 0.4940  -1.272

Gap between HOMO and LUMO (alpha / beta): 1.9 / 8.1 eV
Highest occupied orbital energy (alpha / beta): 1.791 / -4.120 eV
Energy above the lowest of the compared OMol25 structures with the same formula, charge and spin: 37.2 kcal/mol
Charge: -1
Spin multiplicity: 2


Record 7
ORCA calculation (wB97M-V/def2-TZVPD) on a cluster of 2 separate species, C3H9NO in total.

Each line ends with the Mulliken charge.
CARTESIAN COORDINATES (ANGSTROEM)
C: 1.1201 -0.4884 -1.4618  -0.703
C: 1.1449 -1.6771 -0.8213  -0.026
N: 0.0213 -2.0907 -0.0700  -0.505
H: 2.0357 -0.4219 -2.0499  0.249
H: 0.6734 0.3776 -0.9831  0.243
H: 2.0473 -2.1448 -0.4376  0.304
H: 0.2489 -2.3269 0.8890  0.229
H: -0.8006 -1.4995 -0.0801  0.223
C: -1.5313 1.7751 1.3417  -0.593
O: -0.4279 1.9264 0.4339  -0.478
H: -1.8744 2.7195 1.7672  0.315
H: -2.3622 1.3824 0.7532  0.212
H: -1.2314 1.1273 2.1642  0.245
H: 0.1542 2.5327 0.9009  0.285

Gap between HOMO and LUMO: 8.8 eV
Highest occupied orbital energy: -7.969 eV
Energy above the lowest of the compared OMol25 structures with the same formula, charge and spin: 64.1 kcal/mol
Charge: 0


Record 8
ORCA calculation (wB97M-V/def2-TZVPD) on an isolated molecule of C3H9NO.

Each line ends with the Mulliken charge.
CARTESIAN COORDINATES (ANGSTROEM)
C: 2.1081 -0.3721 0.0605  -0.712
O: 0.7849 -0.1316 -0.4104  -0.340
C: 0.0492 0.9506 0.1752  -0.380
C: -1.3308 0.5166 -0.0856  -0.686
N: -1.7862 -0.9010 0.1822  -0.605
H: 2.4258 -1.3225 -0.3585  0.252
H: 2.0180 -0.5023 1.2116  0.277
H: 2.7886 0.4470 0.0141  0.308
H: 0.3045 1.9054 -0.2519  0.331
H: 0.2668 0.9345 1.2022  0.348
H: -1.9976 1.1407 0.4651  0.373
H: -1.5894 0.9425 -1.0733  0.276
H: -1.8778 -1.3382 -0.7586  0.278
H: -1.0732 -1.4176 0.6570  0.280

Gap between HOMO and LUMO: 10.4 eV
Highest occupied orbital energy: -9.346 eV
Energy above the lowest of the compared OMol25 structures with the same formula, charge and spin: 47.7 kcal/mol
Charge: 0


Record 9
ORCA calculation (wB97M-V/def2-TZVPD) on an isolated molecule of C3H9NO.

Each line ends with the Mulliken charge.
CARTESIAN COORDINATES (ANGSTROEM)
C: -0.6698 -0.4442 -1.2803  -1.189
C: -0.5050 -0.0571 0.1174  0.529
N: -0.2306 1.3598 0.3287  -0.595
C: 0.7712 -0.7888 0.7040  -0.720
O: 1.5615 -0.0563 1.6346  -0.568
H: -0.0343 0.1114 -2.0202  0.338
H: -0.7109 -1.5526 -1.1679  0.286
H: -1.7406 -0.2274 -1.6840  0.314
H: -1.3643 -0.2947 0.7890  0.329
H: -0.9238 1.8125 0.7258  0.155
H: 0.0700 1.8416 -0.4622  0.159
H: 0.6246 -1.7689 1.0857  0.383
H: 1.6167 -0.8574 -0.1344  0.221
H: 1.5351 0.9221 1.3639  0.358

Gap between HOMO and LUMO: 10.3 eV
Highest occupied orbital energy: -9.313 eV
Energy above the lowest of the compared OMol25 structures with the same formula, charge and spin: 46.4 kcal/mol
Charge: 0


Record 10
ORCA calculation (wB97M-V/def2-TZVPD) on a cluster of 2 separate species, C3H9NO in total.

Each line ends with the Mulliken charge.
CARTESIAN COORDINATES (ANGSTROEM)
C: 0.3228 -1.5304 0.3505  -0.650
C: -0.8166 -1.1665 -0.1203  -0.237
C: -0.9363 -0.5901 -1.5294  -0.427
N: -0.7224 0.9133 -1.6915  -0.647
H: 0.5841 -1.2689 1.3420  0.251
H: 1.1821 -1.9850 -0.1929  0.238
H: -1.4460 -0.8538 0.6567  0.304
H: -1.9111 -0.9198 -1.9626  0.307
H: -0.1819 -1.1982 -2.0039  0.296
H: -0.2633 0.8442 -2.5878  0.286
H: 0.1642 0.9516 -1.0900  0.276
O: 1.6630 1.8150 2.4996  -0.635
H: 1.1121 1.0324 2.2751  0.310
H: 1.0931 2.2060 3.2021  0.329

Gap between HOMO and LUMO: 10.7 eV
Highest occupied orbital energy: -9.959 eV
Energy above the lowest of the compared OMol25 structures with the same formula, charge and spin: 64.1 kcal/mol
Charge: 0


Record 11
ORCA calculation (wB97M-V/def2-TZVPD) on an isolated molecule of C3H9NO.

Each line ends with the Mulliken charge.
CARTESIAN COORDINATES (ANGSTROEM)
C: -1.1152 0.5886 1.7854  -0.800
N: -0.9392 -0.2430 0.6445  -0.449
C: 0.4731 -0.5129 0.2828  -0.540
C: 0.8994 0.3347 -0.8200  -0.285
O: 0.6779 -0.3010 -2.0597  -0.528
H: -0.3772 0.4115 2.6795  0.287
H: -2.1752 0.4700 2.3148  0.274
H: -1.1963 1.6769 1.3943  0.246
H: -1.1878 -1.1820 1.0641  0.264
H: 1.0678 -0.3774 1.1401  0.385
H: 0.6669 -1.5886 0.0392  0.364
H: 1.9641 0.5982 -0.6891  0.256
H: 0.2611 1.2750 -0.6964  0.216
H: 0.5847 0.3624 -2.7695  0.310

Gap between HOMO and LUMO: 10.5 eV
Highest occupied orbital energy: -9.391 eV
Energy above the lowest of the compared OMol25 structures with the same formula, charge and spin: 48.2 kcal/mol
Charge: 0


Record 12
ORCA calculation (wB97M-V/def2-TZVPD) on a cluster of 2 separate species, C3H9NO in total.

Each line ends with the Mulliken charge.
CARTESIAN COORDINATES (ANGSTROEM)
C: 1.5816 1.7116 -1.1523  -0.869
C: 0.5935 0.9710 -0.6645  0.149
N: 0.6861 -0.3660 -0.2665  -0.250
C: 0.0736 -0.7346 1.0108  -0.830
H: 2.5936 1.4159 -1.3952  0.255
H: 1.3584 2.7094 -1.5036  0.228
H: -0.4344 1.3229 -0.6818  0.294
H: 1.6057 -0.7638 -0.3887  0.217
H: 0.7904 -1.2350 1.6773  0.329
H: -0.1254 0.1124 1.6701  0.366
H: -0.6900 -1.4576 0.7749  0.059
O: -2.9912 -1.1299 0.0573  -0.640
H: -2.6559 -1.9988 0.3209  0.331
H: -2.3860 -0.5578 0.5414  0.363

Gap between HOMO and LUMO: 9.3 eV
Highest occupied orbital energy: -8.398 eV
Energy above the lowest of the compared OMol25 structures with the same formula, charge and spin: 44.3 kcal/mol
Charge: 0


charge of number 11 (C3H9NO)?
0


What is the formula in the seventh record?
C3H9NO


What did the tenth record say?
ORCA calculation (wB97M-V/def2-TZVPD) on a cluster of 2 separate species, C3H9NO in total.

Each line ends with the Mulliken charge.
CARTESIAN COORDINATES (ANGSTROEM)
C: 0.3228 -1.5304 0.3505  -0.650
C: -0.8166 -1.1665 -0.1203  -0.237
C: -0.9363 -0.5901 -1.5294  -0.427
N: -0.7224 0.9133 -1.6915  -0.647
H: 0.5841 -1.2689 1.3420  0.251
H: 1.1821 -1.9850 -0.1929  0.238
H: -1.4460 -0.8538 0.6567  0.304
H: -1.9111 -0.9198 -1.9626  0.307
H: -0.1819 -1.1982 -2.0039  0.296
H: -0.2633 0.8442 -2.5878  0.286
H: 0.1642 0.9516 -1.0900  0.276
O: 1.6630 1.8150 2.4996  -0.635
H: 1.1121 1.0324 2.2751  0.310
H: 1.0931 2.2060 3.2021  0.329

Gap between HOMO and LUMO: 10.7 eV
Highest occupied orbital energy: -9.959 eV
Energy above the lowest of the compared OMol25 structures with the same formula, charge and spin: 64.1 kcal/mol
Charge: 0


Copy entry 9 word for word.
ORCA calculation (wB97M-V/def2-TZVPD) on an isolated molecule of C3H9NO.

Each line ends with the Mulliken charge.
CARTESIAN COORDINATES (ANGSTROEM)
C: -0.6698 -0.4442 -1.2803  -1.189
C: -0.5050 -0.0571 0.1174  0.529
N: -0.2306 1.3598 0.3287  -0.595
C: 0.7712 -0.7888 0.7040  -0.720
O: 1.5615 -0.0563 1.6346  -0.568
H: -0.0343 0.1114 -2.0202  0.338
H: -0.7109 -1.5526 -1.1679  0.286
H: -1.7406 -0.2274 -1.6840  0.314
H: -1.3643 -0.2947 0.7890  0.329
H: -0.9238 1.8125 0.7258  0.155
H: 0.0700 1.8416 -0.4622  0.159
H: 0.6246 -1.7689 1.0857  0.383
H: 1.6167 -0.8574 -0.1344  0.221
H: 1.5351 0.9221 1.3639  0.358

Gap between HOMO and LUMO: 10.3 eV
Highest occupied orbital energy: -9.313 eV
Energy above the lowest of the compared OMol25 structures with the same formula, charge and spin: 46.4 kcal/mol
Charge: 0